# 1
C18H27Cl2LuN2O4 | ωB97M-V with the def2-TZVPD basis set

Last column: natural (NBO) charge in e.
Positions of all 54 atoms, in Å:
O (-1.9473, 0.1721, -2.7426)  -0.586
C (-1.0640, -0.6669, -2.7352)  0.449
C (-1.2899, -2.1406, -2.6080)  -0.153
C (-2.3690, -2.6096, -1.8398)  -0.128
H (-2.6890, -1.9380, -1.0392)  0.226
C (-3.0182, -3.8065, -2.1483)  -0.216
H (-3.8631, -4.0902, -1.5369)  0.211
C (-2.5862, -4.5981, -3.2066)  -0.218
H (-3.1057, -5.5095, -3.4393)  0.213
C (-1.4854, -4.1891, -3.9501)  -0.219
H (-1.1230, -4.8065, -4.7872)  0.212
C (-0.8147, -2.9774, -3.6576)  -0.199
H (0.0473, -2.6652, -4.2726)  0.213
H (-0.0143, -0.4703, -3.1040)  0.108
C (2.0323, -0.3478, -1.6657)  -0.659
C (0.9607, -0.9870, -0.8530)  -0.547
H (2.5845, -1.1267, -2.2145)  0.197
H (2.7472, 0.0846, -0.9737)  0.208
H (1.7400, 0.3926, -2.4131)  0.202
C (0.9310, -2.2617, -0.5008)  -0.184
C (2.1613, -2.9812, -0.0615)  -0.696
H (0.0334, -2.8741, -0.4269)  0.218
H (2.2803, -3.8171, -0.7286)  0.217
H (2.0373, -3.4133, 0.9235)  0.224
H (3.1028, -2.4452, -0.0709)  0.217
Lu (1.0042, -0.2194, 1.2746)  1.716
Cl (-1.1779, -1.6123, 1.6407)  -0.640
Cl (3.2728, -0.3613, 2.2660)  -0.616
C (-0.3616, 0.5652, 3.7663)  0.537
O (-0.1439, 1.1001, 2.6249)  -0.738
N (-0.3629, 1.2639, 4.8917)  -0.364
C (-0.1507, 2.6951, 4.8233)  -0.423
C (-0.3093, 0.5685, 6.1622)  -0.401
H (-0.5420, -0.5217, 3.8171)  0.206
H (-0.3103, 3.0443, 3.8064)  0.248
H (0.8637, 2.9395, 5.1324)  0.209
H (-0.8450, 3.1740, 5.5035)  0.209
H (-0.5811, -0.4639, 5.9814)  0.224
H (-0.9960, 1.0209, 6.8597)  0.209
H (0.6849, 0.6061, 6.5954)  0.209
H (1.6828, 5.0879, -0.3060)  0.202
H (-0.0048, 5.3218, -2.3327)  0.203
C (1.9522, 4.1146, -0.7449)  -0.422
C (0.2935, 4.2934, -2.5984)  -0.409
N (0.8021, 3.5338, -1.4400)  -0.399
H (2.2731, 3.4001, 0.0200)  0.242
C (0.2280, 2.3857, -1.0184)  0.572
O (0.6981, 1.6238, -0.1350)  -0.707
H (-0.5623, 3.7641, -3.0288)  0.229
H (-0.7450, 2.1685, -1.5205)  0.185
H (2.7535, 4.3098, -1.4703)  0.205
H (1.0748, 4.4094, -3.3675)  0.206
O (-3.3584, 1.0746, 1.7252)  -0.553
C (-2.4209, 0.7865, 1.1244)  0.553

Cartesian forces (eV/Å) of the 3 atoms listed first:
O 0.6 -0.4 0.5
C 1.3 -0.4 -0.7
C -1.5 -0.8 -1.3

## Properties
Kohn-Sham gap (alpha / beta): 6.2 / 6.2 eV
LUMO energy (alpha / beta): 0.27 / 0.27 eV
Electronic energy: -88940.393 eV
Energy above the lowest of the compared OMol25 structures with the same formula, charge and spin: 0.00 kJ/mol

=====

# 2
C18H27CoF6IN8O6S2Se | ωB97M-V with the def2-TZVPD basis set

Last column: natural (NBO) charge in e.
Positions of all 70 atoms, in Å:
Co (1.2127, -1.2588, -1.5242)  1.018
F (3.8257, -0.2178, 3.4001)  -0.305
C (2.9532, 0.0246, 2.4253)  0.726
F (1.8266, 0.4777, 2.9659)  -0.307
F (3.4523, 0.9726, 1.6276)  -0.317
S (2.6361, -1.5055, 1.4168)  2.287
O (1.5438, -1.0922, 0.5556)  -1.003
O (2.3398, -2.5221, 2.3690)  -0.905
N (4.0116, -1.7170, 0.7092)  -1.215
S (4.4098, -1.3702, -0.7590)  2.279
O (5.2884, -2.3292, -1.3304)  -0.887
O (3.3325, -0.8796, -1.6107)  -1.011
C (5.4416, 0.1894, -0.6069)  0.728
F (4.6474, 1.2606, -0.7445)  -0.319
F (6.0841, 0.2785, 0.5484)  -0.301
F (6.3336, 0.2186, -1.5975)  -0.310
N (1.3829, -1.1874, -3.8549)  -0.655
N (1.6975, 0.0846, -4.3203)  -0.420
C (1.8062, 1.1164, -3.4585)  0.643
N (2.2188, 2.2872, -3.9356)  -0.777
N (1.4071, 0.8828, -2.2145)  -0.498
N (1.5095, 1.8358, -1.2477)  0.640
O (1.9821, 2.9524, -1.4937)  -0.461
O (1.0980, 1.5238, -0.1542)  -0.355
H (2.1573, -1.8337, -3.9681)  0.403
H (0.5591, -1.5513, -4.3156)  0.391
H (2.0928, 0.1886, -5.2402)  0.386
H (2.5082, 2.4097, -4.8886)  0.404
H (2.3024, 3.0314, -3.2557)  0.454
I (1.4939, -3.7322, -1.5575)  -0.524
C (-1.6714, 4.2331, -2.0208)  -0.614
C (-2.7092, 4.1805, -0.9016)  -0.388
C (-2.3568, 3.2225, 0.2427)  -0.409
C (-2.4587, 1.7775, -0.2259)  -0.216
N (-1.9173, 0.7581, 0.6639)  -0.368
C (-1.5012, -0.4475, 0.1993)  0.335
Se (-1.3469, -0.9363, -1.5824)  -0.252
N (-1.2323, -1.2479, 1.2431)  -0.376
C (-0.9410, -2.6722, 1.2044)  -0.251
C (-2.1254, -3.4915, 1.7262)  -0.404
C (-3.3361, -3.4747, 0.7920)  -0.397
C (-3.1082, -4.2613, -0.4974)  -0.617
C (-1.3868, -0.5245, 2.4110)  0.186
C (-1.1545, -0.8831, 3.7308)  -0.227
C (-1.4005, 0.0717, 4.6978)  -0.208
C (-1.8879, 1.3338, 4.3516)  -0.209
C (-2.1189, 1.6914, 3.0354)  -0.219
C (-1.8389, 0.7489, 2.0518)  0.106
H (-1.9636, 4.9734, -2.7666)  0.214
H (-1.5783, 3.2719, -2.5313)  0.199
H (-0.6969, 4.5118, -1.6227)  0.212
H (-3.6770, 3.8856, -1.3187)  0.196
H (-2.8226, 5.1836, -0.4877)  0.209
H (-3.0629, 3.4043, 1.0542)  0.202
H (-1.3481, 3.4278, 0.6117)  0.219
H (-1.9261, 1.6668, -1.1679)  0.238
H (-3.5075, 1.5356, -0.4266)  0.202
H (-0.0437, -2.8613, 1.7940)  0.241
H (-0.7231, -2.9532, 0.1768)  0.260
H (-2.4200, -3.1140, 2.7081)  0.203
H (-1.7859, -4.5217, 1.8553)  0.216
H (-3.6036, -2.4413, 0.5483)  0.193
H (-4.1827, -3.9052, 1.3317)  0.204
H (-2.4273, -3.7389, -1.1698)  0.222
H (-4.0503, -4.4038, -1.0280)  0.208
H (-2.6879, -5.2445, -0.2772)  0.202
H (-0.7727, -1.8632, 3.9823)  0.235
H (-1.2090, -0.1612, 5.7363)  0.222
H (-2.0794, 2.0562, 5.1337)  0.219
H (-2.4947, 2.6748, 2.8023)  0.223

Cartesian forces (eV/Å) of the 3 atoms listed first:
Co 0.0 1.4 -1.0
F 0.0 -0.1 -0.1
C 0.1 0.0 -0.2

## Properties
<S²>: 0.78
Kohn-Sham gap (alpha / beta): 7.3 / 7.9 eV
LUMO energy (alpha / beta): -0.72 / -0.18 eV
Spin multiplicity: 2
Electronic energy: -192357.963 eV
Energy above the lowest of the compared OMol25 structures with the same formula, charge and spin: 0.00 kJ/mol

=====

# 3
C18H27F6N9P | ωB97M-V with the def2-TZVPD basis set

Last column: natural (NBO) charge in e.
Positions of all 61 atoms, in Å:
P (0.2778, -0.3365, -0.0872)  2.783
F (-0.4538, -0.8845, 1.2725)  -0.537
F (-0.9990, -0.7887, -1.0033)  -0.593
F (-0.5246, 1.0878, 0.0225)  -0.616
F (0.9266, 0.2439, -1.4975)  -0.560
F (1.4724, 0.4113, 0.7158)  -0.591
F (0.9947, -1.7999, -0.2505)  -0.536
C (-2.5545, -0.6411, 2.0916)  -0.690
C (-2.0881, -1.6585, 1.1901)  0.382
N (-1.7943, -2.5035, 0.4195)  -0.255
H (-1.7936, -0.1502, 2.6985)  0.226
H (-3.4133, -1.0024, 2.6572)  0.254
H (-2.9908, 0.1868, 1.5328)  0.221
C (0.9067, 0.1844, -3.8429)  -0.770
C (1.6997, -1.0299, -4.0432)  0.303
N (2.2869, -2.0442, -4.2561)  -0.389
H (0.7610, 0.3951, -2.7834)  0.310
H (0.0246, 0.0278, -4.4637)  0.246
H (1.5627, 0.8923, -4.3494)  0.240
C (-2.4812, -0.3078, -1.8828)  -0.680
C (-3.2659, -1.1892, -0.9346)  0.352
N (-3.8673, -1.8497, -0.2467)  -0.400
H (-3.2819, 0.1202, -2.4860)  0.225
H (-1.7493, -1.0114, -2.2795)  0.255
H (-1.9133, 0.4175, -1.3001)  0.235
C (0.2791, -1.8705, -2.3473)  -0.755
C (-0.5314, -2.6156, -1.4498)  0.150
N (-1.2249, -3.2517, -0.7131)  -0.296
H (1.3421, -2.0921, -2.2523)  0.242
H (0.1750, -0.8188, -2.0806)  0.221
H (-0.0109, -1.8870, -3.3979)  0.228
C (-2.0503, 2.0815, 0.4700)  -0.742
C (-3.2527, 1.5523, -0.1820)  0.307
N (-4.1403, 1.0888, -0.7131)  -0.377
H (-1.7131, 1.2960, 1.1462)  0.281
H (-2.2283, 3.0380, 0.9614)  0.245
H (-1.3242, 2.2341, -0.3285)  0.271
C (1.6265, -2.4359, 1.8147)  -0.650
C (0.3229, -3.0066, 1.2503)  0.183
N (-0.7057, -3.4073, 0.9155)  -0.271
H (1.6486, -2.5638, 2.8969)  0.221
H (1.6333, -1.3834, 1.5310)  0.189
H (2.5544, -2.8922, 1.4697)  0.221
C (1.0681, 2.7240, 1.4087)  -0.784
C (1.2614, 3.1285, 0.0312)  0.328
N (1.4315, 3.4911, -1.0588)  -0.393
H (1.4643, 1.7097, 1.4557)  0.256
H (0.0476, 2.7628, 1.7899)  0.270
H (1.7570, 3.2376, 2.0793)  0.282
C (3.5281, 1.0859, -0.2013)  -0.770
C (3.5371, 1.8586, 1.0218)  0.329
N (3.4652, 2.4133, 2.0380)  -0.385
H (3.6912, 1.7633, -1.0396)  0.270
H (2.6603, 0.5199, -0.5398)  0.293
H (4.3367, 0.3566, -0.2501)  0.255
C (0.6538, 0.5770, 2.8745)  -0.778
C (-0.4769, 1.4541, 2.9893)  0.300
N (-1.4317, 2.0587, 3.0857)  -0.365
H (1.1016, 0.4410, 3.8589)  0.251
H (1.3983, 0.9449, 2.1686)  0.255
H (0.3643, -0.3623, 2.4033)  0.302

Cartesian forces (eV/Å) of the 3 atoms listed first:
P -1.6 0.3 -1.0
F 3.4 2.5 -2.8
F 7.2 1.5 10.4

## Properties
Kohn-Sham gap: 4.8 eV
LUMO energy: 2.59 eV
Electronic energy: -58078.130 eV
Total charge: -1
Energy above the lowest of the compared OMol25 structures with the same formula, charge and spin: 3609.92 kJ/mol

=====

# 4
C18H27MgN2O5P2S | ωB97M-V with the def2-TZVPD basis set

Last column: natural (NBO) charge in e.
Positions of all 56 atoms, in Å:
Mg (-0.0553, -0.1566, -0.2622)  1.679
P (-2.5674, -0.1137, -0.7748)  0.699
C (-2.3184, 0.4088, -2.5311)  -0.754
C (-0.9186, 1.0161, -2.8315)  0.250
N (0.1566, 0.8131, -2.0496)  -0.663
C (1.3987, 1.1748, -2.4263)  0.254
C (1.5842, 1.8665, -3.6177)  -0.233
C (0.4771, 2.1439, -4.4218)  -0.112
C (-0.7682, 1.6861, -4.0304)  -0.247
C (2.6137, 0.8538, -1.5316)  -0.771
P (2.5481, -0.7004, -0.5633)  0.751
H (-1.6364, 1.7635, -4.6744)  0.234
H (2.5942, 2.2060, -3.8582)  0.243
H (0.6055, 2.6743, -5.3612)  0.243
H (3.5354, 0.7927, -2.1446)  0.247
H (2.7433, 1.6561, -0.7743)  0.290
H (-2.5340, -0.4993, -3.0512)  0.260
H (-3.0669, 1.1613, -2.8835)  0.257
H (-1.2422, -2.5715, -2.9735)  0.442
O (-1.9666, -2.9460, -3.4915)  -0.914
H (-1.6848, -2.5416, -4.3557)  0.480
H (-0.3872, -2.7502, 0.1823)  0.512
O (-0.0723, -2.2411, -0.6256)  -1.000
H (-0.3767, -3.0267, -1.1910)  0.513
C (3.2035, -1.9438, -1.6977)  -0.947
H (4.0600, -1.5495, -2.2505)  0.239
H (3.4939, -2.8314, -1.1214)  0.256
H (2.4204, -2.2450, -2.4037)  0.233
C (3.8188, -0.4489, 0.7034)  -0.940
H (3.9025, -1.3808, 1.2809)  0.253
H (4.7755, -0.1980, 0.2294)  0.238
H (3.4960, 0.3503, 1.3876)  0.283
C (-3.2457, 1.4384, -0.1361)  -0.931
H (-4.1713, 1.6793, -0.6652)  0.240
H (-3.4174, 1.3021, 0.9384)  0.253
H (-2.5028, 2.2264, -0.2781)  0.255
C (-4.0248, -1.2068, -0.9237)  -0.931
H (-4.2557, -1.5861, 0.0831)  0.253
H (-4.8952, -0.6528, -1.3122)  0.250
H (-3.8094, -2.0672, -1.5786)  0.263
O (1.4361, 3.3076, 4.8686)  -0.901
S (1.8237, 2.0443, 4.2876)  2.286
O (3.1185, 1.4889, 4.5387)  -0.915
N (1.5358, 2.0313, 2.6428)  -0.794
C (0.5711, 1.1827, 2.3073)  0.611
O (0.2841, 0.9540, 1.1112)  -0.939
C (-0.0758, 0.4723, 3.4488)  -0.082
C (-1.0755, -0.5361, 3.4062)  -0.220
C (-1.3819, -1.1648, 4.6215)  -0.205
C (-0.7128, -0.8011, 5.8005)  -0.186
C (0.2651, 0.2033, 5.8077)  -0.168
C (0.5673, 0.8305, 4.6157)  -0.308
H (-1.5850, -0.8078, 2.4639)  0.195
H (-2.1319, -1.9558, 4.6522)  0.223
H (-0.9592, -1.3162, 6.7241)  0.231
H (0.8101, 0.5108, 6.6905)  0.243

Cartesian forces (eV/Å) of the 3 atoms listed first:
Mg 0.4 -1.1 -0.3
P -0.5 0.8 -0.6
C 0.6 1.4 0.6

## Properties
Kohn-Sham gap: 7.9 eV
LUMO energy: -3.34 eV
Electronic energy: -67176.512 eV
Total charge: +1

=====

# 5
C18H27N3O2 | ωB97M-V with the def2-TZVPD basis set

Last column: natural (NBO) charge in e.
Positions of all 50 atoms, in Å:
C (7.3506, 0.1406, 1.2480)  -0.610
C (7.0707, -0.8194, 0.0986)  -0.382
C (6.4375, -0.0990, -1.0971)  -0.495
C (5.0938, 0.5183, -0.7355)  0.685
O (4.9237, 1.7136, -0.6388)  -0.611
N (4.1286, -0.4209, -0.5344)  -0.603
C (2.7919, -0.2486, -0.1542)  0.115
C (2.2293, 0.9948, 0.1179)  -0.226
C (0.9066, 1.0925, 0.4912)  -0.228
C (0.0810, -0.0331, 0.5972)  0.143
N (-1.2331, 0.1112, 1.0327)  -0.436
C (-2.0581, 1.1626, 0.4824)  -0.214
C (-2.8041, 0.6814, -0.7785)  -0.227
N (-3.5854, -0.4949, -0.4797)  -0.445
C (-4.9216, -0.6948, -0.6106)  0.690
O (-5.4321, -1.7388, -0.2433)  -0.645
C (-5.7834, 0.3923, -1.2273)  -0.490
C (-6.6729, 1.0324, -0.1550)  -0.383
C (-5.8712, 1.8031, 0.8859)  -0.611
C (-2.7721, -1.5608, 0.0784)  -0.250
C (-2.0462, -1.0482, 1.3272)  -0.221
C (0.6618, -1.2759, 0.3298)  -0.221
C (1.9899, -1.3781, -0.0332)  -0.228
H (8.0340, 0.9240, 0.9296)  0.207
H (6.4303, 0.6117, 1.5850)  0.212
H (7.7970, -0.3882, 2.0871)  0.210
H (8.0055, -1.2825, -0.2259)  0.206
H (6.4108, -1.6185, 0.4471)  0.189
H (6.3057, -0.7969, -1.9276)  0.215
H (7.0938, 0.7088, -1.4226)  0.231
H (4.3985, -1.3856, -0.6683)  0.393
H (2.8371, 1.8804, 0.0434)  0.257
H (0.5165, 2.0703, 0.7274)  0.210
H (-1.4541, 2.0295, 0.2228)  0.214
H (-2.7880, 1.4598, 1.2429)  0.199
H (-3.4293, 1.4892, -1.1501)  0.214
H (-2.0616, 0.4274, -1.5480)  0.196
H (-6.4272, -0.1104, -1.9523)  0.239
H (-5.2109, 1.1533, -1.7531)  0.199
H (-7.2388, 0.2399, 0.3375)  0.218
H (-7.3830, 1.7052, -0.6408)  0.202
H (-5.2001, 1.1331, 1.4186)  0.201
H (-6.5388, 2.2618, 1.6115)  0.216
H (-5.2826, 2.5912, 0.4191)  0.195
H (-3.4348, -2.3920, 0.3228)  0.256
H (-2.0436, -1.8811, -0.6757)  0.190
H (-1.4360, -1.8312, 1.7748)  0.214
H (-2.7954, -0.7415, 2.0661)  0.203
H (0.0852, -2.1847, 0.3956)  0.204
H (2.4068, -2.3562, -0.2344)  0.201

Cartesian forces (eV/Å) of the 3 atoms listed first:
C 0.0 -0.2 -0.1
C 0.1 0.1 0.0
C 0.0 0.0 0.1

## Properties
Kohn-Sham gap: 8.1 eV
LUMO energy: 0.70 eV
SMILES: CCCC(=O)Nc1ccc(N2CCN(C(=O)CCC)CC2)cc1
Electronic energy: -27670.654 eV
Energy above the lowest of the compared OMol25 structures with the same formula, charge and spin: 128.08 kJ/mol

=====

# 6
C18H27N3O4 | ωB97M-V with the def2-TZVPD basis set

Last column: natural (NBO) charge in e.
Positions of all 52 atoms, in Å:
C (4.3143, 3.0010, 2.0354)  -0.422
N (3.5309, 1.8295, 1.6382)  -0.595
C (2.2962, 1.8960, 1.1734)  0.668
O (1.7113, 2.9666, 1.0217)  -0.649
C (1.6816, 0.5288, 0.8066)  -0.124
C (1.2753, -0.2341, 2.0940)  -0.427
C (2.4579, -0.7509, 2.9052)  -0.065
C (2.8038, -0.1179, 4.1166)  -0.185
C (3.9746, -0.5275, 4.8210)  -0.269
C (4.8441, -1.5039, 4.2237)  0.303
O (6.0050, -1.8359, 4.8320)  -0.668
C (4.4774, -2.1251, 3.0286)  -0.294
C (3.2825, -1.7596, 2.3854)  -0.192
N (0.5698, 0.8188, -0.0592)  -0.597
C (0.0224, -0.0403, -0.9250)  0.680
O (0.4598, -1.1889, -0.9773)  -0.663
C (-1.0754, 0.5218, -1.8539)  -0.127
C (-0.8615, 0.0923, -3.3412)  -0.384
C (-1.8857, 0.6935, -4.3521)  -0.212
C (-1.9220, 2.2313, -4.2729)  -0.617
C (-1.5117, 0.2756, -5.7646)  -0.595
N (-2.3596, -0.0131, -1.3936)  -0.599
C (-2.9889, 0.3913, -0.3112)  0.663
C (-4.1784, -0.3281, 0.1685)  -0.702
O (-2.5612, 1.3246, 0.3377)  -0.643
H (4.8793, 2.7449, 2.9925)  0.202
H (5.0311, 3.2536, 1.2755)  0.200
H (3.6770, 3.8759, 2.2477)  0.236
H (3.8981, 0.9457, 1.8555)  0.405
H (2.3860, -0.1197, 0.2754)  0.227
H (0.6915, -1.0843, 1.7182)  0.240
H (0.6271, 0.3779, 2.7219)  0.223
H (2.1946, 0.6422, 4.5435)  0.219
H (4.3102, -0.0224, 5.7494)  0.229
H (6.4138, -2.6052, 4.4519)  0.483
H (5.1504, -2.8455, 2.6365)  0.207
H (3.0471, -2.2020, 1.4221)  0.224
H (0.2064, 1.7626, 0.0000)  0.437
H (-1.0567, 1.6084, -1.8097)  0.226
H (-0.9559, -0.9981, -3.4026)  0.214
H (0.1499, 0.3533, -3.6514)  0.218
H (-2.9044, 0.3211, -4.2054)  0.192
H (-2.4153, 2.5855, -3.3780)  0.213
H (-2.5122, 2.6612, -5.0938)  0.211
H (-0.9044, 2.6192, -4.3182)  0.202
H (-0.5683, 0.8035, -6.0174)  0.200
H (-2.3135, 0.5438, -6.4511)  0.210
H (-1.3827, -0.7823, -5.7644)  0.205
H (-2.7173, -0.8399, -1.8814)  0.398
H (-3.8913, -1.2888, 0.4694)  0.229
H (-4.9882, -0.3175, -0.5978)  0.222
H (-4.5552, 0.1552, 1.0511)  0.246

Cartesian forces (eV/Å) of the 3 atoms listed first:
C 0.1 -0.4 1.8
N 1.0 1.3 0.4
C -0.7 0.5 -0.8

## Properties
Kohn-Sham gap: 9.3 eV
LUMO energy: 0.64 eV
SMILES: CNC(=O)[C@@H](Cc1ccc(O)cc1)NC(=O)[C@@H](CC(C)C)NC(C)=O
Electronic energy: -31766.056 eV
Energy above the lowest of the compared OMol25 structures with the same formula, charge and spin: 94.19 kJ/mol

=====

The max |F| results, record by record, are as follows: 0.0668 0.0346 0.2480 0.0871 0.0121 0.0565 Eh/bohr.